1.
ORCA calculation (ωB97M-V/def2-TZVPD) on an isolated molecule of C7H12 in a non-equilibrium geometry.

Results
HOMO, Ha: -0.353
Frontier orbital gap, eV: 10.79
Relative energy (zero: lowest compared OMol25 entry of this formula, charge and spin), eV: 2.546
Lowest unoccupied orbital energy, eV: 1.193

Last column: Mulliken charge in e.
Cartesian coordinates (Å):
C1 -1.421 1.312 1.519  -1.413
C2 -0.958 0.056 0.813  -0.326
C3 0.558 0.065 0.489  -0.115
C4 1.358 -1.222 0.038  -0.802
C5 1.309 -0.753 -1.441  -0.465
C6 -0.160 -0.522 -1.696  -0.733
C7 0.666 0.508 -0.954  -0.487
H1 -2.515 1.312 1.541  0.386
H2 -1.104 2.185 0.932  0.305
H3 -1.036 1.413 2.534  0.339
H4 -1.278 -0.866 1.312  0.392
H5 -1.535 0.115 -0.140  0.253
H6 1.130 0.628 1.241  0.491
H7 0.935 -2.205 0.279  0.305
H8 2.383 -1.184 0.431  0.307
H9 2.108 -0.903 -2.161  0.378
H10 -0.828 -0.061 -2.424  0.357
H11 -0.773 -1.200 -1.112  0.340
H12 0.773 1.513 -1.355  0.488

2.
ORCA calculation (ωB97M-V/def2-TZVPD) on a structure of composition C7H12 in a non-equilibrium geometry.

Results
HOMO (spin up / spin down), Ha: -0.286 / -0.304
Frontier orbital gap (spin up / spin down), eV: 8.05 / 8.96
Relative energy (zero: lowest compared OMol25 entry of this formula, charge and spin), eV: 7.245
Lowest unoccupied orbital energy (spin up / spin down), eV: 0.269 / 0.683

Last column: Mulliken charge in e.
Cartesian coordinates (Å):
C1 -1.974 1.141 -0.022  -1.374
C2 -1.052 -0.016 -0.292  -0.501
C3 -0.139 -0.405 0.834  0.312
C4 0.667 -1.722 0.642  -0.818
C5 1.852 -0.939 0.155  -0.259
C6 1.356 -0.079 -0.888  -0.611
C7 1.144 0.354 0.501  -0.628
H1 -2.451 1.526 -0.925  0.403
H2 -1.448 1.958 0.477  0.329
H3 -2.791 0.812 0.650  0.366
H4 -1.519 -0.786 -0.896  0.389
H5 -0.029 1.518 -1.407  -0.231
H6 -0.606 -0.314 1.820  0.567
H7 0.288 -2.490 -0.032  0.283
H8 0.894 -2.173 1.600  0.307
H9 2.873 -1.227 0.349  0.401
H10 0.587 1.900 -1.684  0.239
H11 0.791 -0.332 -1.758  0.443
H12 1.560 1.276 0.876  0.381

3.
ORCA calculation (ωB97M-V/def2-TZVPD) on an isolated molecule of C7H12.

Results
HOMO, Ha: -0.356
Frontier orbital gap, eV: 10.81
Relative energy (zero: lowest compared OMol25 entry of this formula, charge and spin), eV: 0.593
Lowest unoccupied orbital energy, eV: 1.136

Last column: Mulliken charge in e.
Cartesian coordinates (Å):
C1 1.513 1.394 0.380  -1.442
C2 1.155 0.382 -0.689  0.041
C3 0.522 -0.998 -0.628  -0.291
C4 -0.307 -1.599 0.492  -0.696
C5 -1.221 -0.473 0.997  -0.680
C6 -1.366 0.509 -0.194  -0.850
C7 -0.249 0.176 -1.183  -0.159
H1 2.504 1.202 0.804  0.356
H2 1.547 2.388 -0.087  0.317
H3 0.795 1.447 1.202  0.322
H4 1.887 0.406 -1.497  0.396
H5 0.975 -1.715 -1.309  0.368
H6 -0.922 -2.371 0.009  0.310
H7 0.255 -2.095 1.290  0.363
H8 -2.194 -0.858 1.323  0.367
H9 -0.773 0.018 1.868  0.243
H10 -1.312 1.550 0.148  0.288
H11 -2.338 0.388 -0.682  0.373
H12 -0.471 0.250 -2.244  0.376

4.
ORCA calculation (ωB97M-V/def2-TZVPD) on an isolated molecule of C7H12 in a non-equilibrium geometry.

Results
HOMO, Ha: -0.326
Frontier orbital gap, eV: 9.92
Relative energy (zero: lowest compared OMol25 entry of this formula, charge and spin), eV: 2.127
Lowest unoccupied orbital energy, eV: 1.041

Last column: Mulliken charge in e.
Cartesian coordinates (Å):
C1 1.610 -2.703 -0.530  -0.713
C2 0.601 -1.843 -0.631  -0.330
C3 0.357 -0.638 0.290  -0.062
C4 -0.772 0.223 -0.188  0.448
C5 -1.752 -0.199 -0.996  -1.053
C6 -0.708 1.723 0.107  -0.468
C7 0.128 2.076 1.345  -1.212
H1 2.124 -3.002 -1.434  0.251
H2 2.037 -2.978 0.427  0.278
H3 0.253 -1.645 -1.641  0.115
H4 1.305 -0.100 0.342  0.260
H5 0.242 -1.061 1.295  0.324
H6 -1.716 -1.021 -1.694  0.251
H7 -2.632 0.437 -1.024  0.292
H8 -1.740 2.082 0.157  0.403
H9 -0.314 2.182 -0.801  0.237
H10 -0.013 1.268 2.061  0.306
H11 -0.199 3.014 1.788  0.377
H12 1.188 2.184 1.128  0.297

5.
ORCA calculation (ωB97M-V/def2-TZVPD) on a structure of composition C7H12.

Results
HOMO, Ha: -0.280
Frontier orbital gap, eV: 8.47
Relative energy (zero: lowest compared OMol25 entry of this formula, charge and spin), eV: 4.761
Lowest unoccupied orbital energy, eV: 0.851

Last column: Mulliken charge in e.
Cartesian coordinates (Å):
C1 2.487 0.212 -0.783  -1.224
C2 1.159 -0.535 -0.745  -0.187
C3 0.451 -0.530 0.573  -0.619
C4 -0.706 1.264 0.968  -0.818
C5 -1.771 0.202 0.909  -0.125
C6 -1.949 -0.442 -0.433  -0.780
C7 -0.974 -1.027 0.555  0.075
H1 3.027 0.018 -1.716  0.377
H2 3.123 -0.088 0.056  0.314
H3 2.330 1.294 -0.713  0.303
H4 0.539 -0.274 -1.619  0.274
H5 1.346 -1.620 -0.852  0.265
H6 0.397 0.635 1.133  0.162
H7 -0.669 1.990 0.154  0.348
H8 -0.622 1.763 1.939  0.377
H9 -2.591 0.205 1.621  0.371
H10 -2.874 -0.989 -0.590  0.290
H11 -1.583 0.082 -1.314  0.160
H12 -1.164 -2.023 0.952  0.437

6.
ORCA calculation (ωB97M-V/def2-TZVPD) on a structure of composition C7H12Ag4Br6O3 in a non-equilibrium geometry.

Results
HOMO, Ha: -0.427
Frontier orbital gap, eV: 3.02
Relative energy (zero: lowest compared OMol25 entry of this formula, charge and spin), eV: 10.120
Total charge: +2
Lowest unoccupied orbital energy, eV: -8.615

Last column: Mulliken charge in e.
Cartesian coordinates (Å):
Ag1 -8.300 6.914 -0.127  0.768
Ag2 -7.371 12.759 -2.693  0.717
Ag3 -12.928 10.299 -4.187  0.957
Ag4 -5.545 11.109 1.958  0.692
C1 -10.402 10.805 -0.689  0.679
O1 -10.919 9.736 -0.898  -0.585
O2 -10.752 11.784 -1.353  -0.630
O3 -9.402 10.864 -0.007  -0.603
Br1 -17.409 11.428 0.845  -0.148
C2 -15.619 11.745 1.730  -0.616
C3 -15.043 10.472 2.326  -0.525
Br2 -15.959 9.905 3.968  -0.109
H1 -15.908 12.484 2.478  0.379
H2 -14.983 12.141 0.938  0.334
H3 -14.024 10.636 2.678  0.320
H4 -14.897 9.624 1.656  0.367
Br3 -11.218 17.027 4.191  -0.105
C4 -11.589 15.899 2.615  -0.527
C5 -12.274 16.703 1.494  -0.605
Br4 -13.602 17.978 2.339  -0.125
H5 -12.187 15.039 2.913  0.313
H6 -10.701 15.420 2.203  0.344
H7 -12.724 16.109 0.698  0.378
H8 -11.550 17.318 0.960  0.328
Br5 -14.045 2.829 -0.480  -0.157
C6 -14.599 3.978 -2.021  -0.500
C7 -15.989 4.502 -1.606  -0.642
Br6 -16.533 6.019 -2.873  -0.205
H9 -14.543 3.391 -2.937  0.377
H10 -13.820 4.734 -2.125  0.329
H11 -15.834 4.937 -0.618  0.375
H12 -16.827 3.820 -1.461  0.423

7.
ORCA calculation (ωB97M-V/def2-TZVPD) on a structure of composition C7H12Ag5Br6O3 in a non-equilibrium geometry.

Results
HOMO, Ha: -0.605
Frontier orbital gap, eV: 3.20
Relative energy (zero: lowest compared OMol25 entry of this formula, charge and spin), eV: 1.823
Total charge: +3
Lowest unoccupied orbital energy, eV: -13.260

Last column: Mulliken charge in e.
Cartesian coordinates (Å):
Ag1 4.218 -23.012 -21.006  0.709
Ag2 1.307 -20.641 -20.135  0.846
Ag3 2.118 -18.701 -23.509  0.678
Ag4 6.427 -19.916 -21.002  0.769
Ag5 3.746 -18.274 -19.951  0.737
C1 3.884 -20.418 -22.358  1.190
O1 4.940 -21.140 -22.368  -0.731
O2 4.036 -19.191 -22.066  -0.827
O3 2.684 -20.798 -22.320  -0.559
Br1 5.531 -18.289 -25.579  -0.151
C2 7.327 -19.162 -25.670  -0.155
C3 7.788 -19.325 -24.209  0.142
Br2 9.365 -20.547 -24.019  -0.088
H1 7.963 -18.603 -26.348  0.452
H2 7.049 -20.121 -26.098  -0.103
H3 7.057 -19.847 -23.593  -0.560
H4 8.024 -18.362 -23.761  0.516
Br3 1.699 -24.985 -22.078  -0.198
C4 0.255 -24.504 -23.315  -0.515
C5 0.698 -23.502 -24.344  -0.361
Br4 -0.677 -23.316 -25.693  -0.013
H5 -0.573 -24.015 -22.803  0.407
H6 -0.149 -25.384 -23.813  0.460
H7 1.668 -23.725 -24.782  0.249
H8 0.856 -22.523 -23.893  0.087
Br5 7.202 -23.096 -26.556  -0.102
C6 5.417 -22.290 -26.894  -0.969
C7 4.574 -22.062 -25.607  0.104
Br6 3.086 -20.852 -26.071  -0.178
H9 4.883 -23.052 -27.457  0.472
H10 5.640 -21.414 -27.493  0.460
H11 5.169 -21.560 -24.844  -0.192
H12 4.221 -22.945 -25.078  0.424

8.
ORCA calculation (ωB97M-V/def2-TZVPD) on a structure of composition C7H12BiN2O4S.

Results
HOMO, Ha: -0.487
Frontier orbital gap, eV: 9.64
Total charge: +1
Lowest unoccupied orbital energy, eV: -3.627

Last column: Mulliken charge in e.
Cartesian coordinates (Å):
Bi1 0.291 0.818 -0.181  1.545
C1 -0.137 2.065 1.847  -0.466
C2 -1.257 2.367 1.011  -0.524
C3 -0.819 3.261 0.009  -0.564
C4 0.544 3.529 0.216  -0.477
C5 0.979 2.801 1.327  -0.617
H1 -0.173 1.562 2.794  0.555
H2 -2.269 2.073 1.197  0.581
H3 -1.445 3.729 -0.725  0.478
H4 1.139 4.215 -0.356  0.464
H5 1.944 2.867 1.790  0.494
C6 -3.276 -1.407 0.137  -0.965
S1 -1.513 -1.561 -0.151  1.330
O1 -1.150 -2.930 -0.313  -0.580
O2 -0.792 -0.857 0.976  -0.646
O3 -1.155 -0.719 -1.335  -0.770
H6 -3.633 -2.335 0.563  0.380
H7 -3.744 -1.223 -0.822  0.345
H8 -3.461 -0.582 0.809  0.301
N1 1.458 -2.429 -1.599  -0.278
C7 2.376 -1.777 -0.879  0.836
N2 3.620 -2.275 -0.881  -0.405
O4 2.155 -0.702 -0.266  -0.746
H9 1.652 -3.354 -1.948  0.243
H10 0.480 -2.197 -1.504  0.075
H11 3.839 -3.146 -1.332  0.169
H12 4.348 -1.793 -0.383  0.241

9.
ORCA calculation (ωB97M-V/def2-TZVPD) on a cluster of 7 separate species, C7H12Cl16 in total in a non-equilibrium geometry.

Results
HOMO, Ha: -0.403
Frontier orbital gap, eV: 11.11
Relative energy (zero: lowest compared OMol25 entry of this formula, charge and spin), eV: 0.961
Lowest unoccupied orbital energy, eV: 0.132

Last column: Mulliken charge in e.
Cartesian coordinates (Å):
Cl1 -1.620 -2.162 1.544  -0.131
C1 -0.366 -1.398 0.450  0.048
Cl2 1.325 -1.901 0.798  -0.107
Cl3 -0.498 0.347 0.688  -0.113
H1 -0.676 -1.593 -0.576  0.303
Cl4 6.971 -2.125 6.891  -0.118
C2 6.611 -0.968 5.604  0.070
Cl5 8.008 0.073 5.386  -0.113
Cl6 5.061 -0.096 5.882  -0.115
H2 6.554 -1.570 4.697  0.277
Cl7 -5.689 -0.152 -3.204  -0.141
C3 -6.853 1.164 -3.300  -0.234
Cl8 -6.537 2.432 -2.137  -0.137
H3 -6.892 1.537 -4.323  0.271
H4 -7.812 0.703 -3.067  0.241
Cl9 0.060 3.370 -7.873  -0.152
C4 0.006 3.047 -6.099  -0.233
Cl10 0.047 1.327 -5.673  -0.138
H5 0.908 3.492 -5.679  0.242
H6 -0.838 3.551 -5.628  0.280
Cl11 -0.580 -6.995 -2.473  -0.149
C5 -0.311 -7.807 -0.865  -0.237
Cl12 1.447 -8.040 -0.574  -0.147
H7 -0.705 -7.323 0.029  0.275
H8 -0.797 -8.781 -0.906  0.258
Cl13 -6.353 4.474 4.676  -0.148
C6 -5.505 3.027 4.201  -0.205
Cl14 -4.894 2.213 5.630  -0.140
H9 -6.239 2.425 3.666  0.257
H10 -4.653 3.372 3.615  0.236
Cl15 5.298 4.086 0.475  -0.133
C7 6.247 2.805 -0.176  -0.211
Cl16 5.891 2.570 -1.900  -0.155
H11 7.315 3.021 -0.144  0.249
H12 6.070 1.875 0.364  0.249

10.
ORCA calculation (ωB97M-V/def2-TZVPD) on a structure of composition C7H12Cl2N3O4Ru.

Results
HOMO (spin up / spin down), Ha: -0.634 / -0.629
Frontier orbital gap (spin up / spin down), eV: 9.06 / 7.73
Relative energy (zero: lowest compared OMol25 entry of this formula, charge and spin), eV: 0.515
Total charge: +2
Multiplicity: 2
Lowest unoccupied orbital energy (spin up / spin down), eV: -8.196 / -9.377

Last column: Mulliken charge in e.
Cartesian coordinates (Å):
Ru1 0.494 0.894 -0.947  0.556
Cl1 2.937 1.078 -1.244  0.049
C1 2.785 2.819 -1.733  -0.181
Cl2 1.064 3.107 -2.157  -0.004
H1 3.413 2.991 -2.600  0.389
H2 3.034 3.430 -0.874  0.336
C2 -3.523 -2.305 -1.412  -0.796
O1 -3.050 -0.934 -1.226  -0.271
C3 -1.805 -0.644 -1.272  0.886
O2 -1.471 0.571 -1.159  -0.678
N1 -0.859 -1.586 -1.467  0.032
N2 0.493 -1.159 -1.428  -0.601
H3 -4.595 -2.246 -1.271  0.245
H4 -3.081 -2.949 -0.653  0.384
H5 -3.295 -2.627 -2.427  0.389
H6 -1.046 -2.572 -1.579  0.251
H7 0.966 -1.411 -2.298  0.360
H8 0.939 -1.653 -0.631  0.361
O3 1.002 -1.894 1.363  -0.619
C4 0.869 -0.763 1.754  0.355
C5 0.743 -0.174 3.153  -0.512
C6 0.396 1.329 2.964  -0.433
C7 0.438 1.465 1.479  0.513
O4 0.205 2.370 0.640  -0.491
N3 0.774 0.320 0.884  0.170
H9 1.688 -0.330 3.675  0.312
H10 -0.021 -0.725 3.699  0.354
H11 1.105 2.009 3.436  0.324
H12 -0.597 1.593 3.331  0.322

11.
ORCA calculation (ωB97M-V/def2-TZVPD) on an isolated molecule of C7H12FN in a non-equilibrium geometry.

Results
HOMO, Ha: -0.295
Frontier orbital gap, eV: 8.99
Relative energy (zero: lowest compared OMol25 entry of this formula, charge and spin), eV: 1.926
Lowest unoccupied orbital energy, eV: 0.954

Last column: Mulliken charge in e.
Cartesian coordinates (Å):
C1 2.330 -0.305 -0.847  -0.722
C2 1.192 -1.033 -0.959  0.229
F1 1.286 -2.406 -1.142  -0.302
N1 -0.170 -0.646 -0.671  0.271
C3 -1.266 -1.280 -1.494  -0.963
C4 -0.355 -0.195 0.664  0.348
C5 0.445 -0.601 1.616  -1.030
C6 -1.273 0.954 0.890  -0.579
C7 -0.341 2.155 0.570  -0.943
H1 3.409 -0.630 -0.852  0.261
H2 2.198 0.667 -0.617  0.301
H3 -1.580 -2.236 -0.976  0.326
H4 -2.107 -0.509 -1.603  0.248
H5 -0.815 -1.724 -2.349  0.365
H6 1.051 -1.400 1.356  0.418
H7 0.218 -0.313 2.587  0.400
H8 -2.210 0.980 0.291  0.277
H9 -1.635 1.115 2.004  0.251
H10 -0.829 3.168 0.782  0.347
H11 0.575 2.005 1.262  0.258
H12 -0.125 2.233 -0.515  0.239

12.
ORCA calculation (ωB97M-V/def2-TZVPD) on a cluster of 2 separate species, C7H12FNO4S in total in a non-equilibrium geometry.

Results
HOMO (spin up / spin down), Ha: -0.322 / -0.322
Frontier orbital gap (spin up / spin down), eV: 8.91 / 8.91
Relative energy (zero: lowest compared OMol25 entry of this formula, charge and spin), eV: 0.000
Lowest unoccupied orbital energy (spin up / spin down), eV: 0.136 / 0.135

Last column: Mulliken charge in e.
Cartesian coordinates (Å):
C1 0.483 -3.591 -0.874  -0.963
C2 1.040 -2.388 -0.557  -0.611
C3 0.639 -1.558 0.485  1.075
O1 -0.385 -1.954 1.285  -0.565
C4 1.213 -0.340 0.673  -0.329
N1 1.254 0.370 1.850  -0.666
S1 2.808 0.117 -0.209  1.319
O2 3.803 0.046 0.843  -0.646
O3 3.009 -0.504 -1.482  -0.663
O4 2.370 1.661 -0.506  -0.550
H1 0.662 -4.104 -1.821  0.291
H2 -0.360 -3.937 -0.272  0.297
H3 1.879 -2.028 -1.112  0.497
H4 -0.668 -1.148 1.781  0.357
H5 2.064 -0.021 2.292  0.324
H6 1.485 1.342 1.545  0.347
H7 1.498 1.638 -0.853  0.408
C5 -2.119 0.423 -0.808  -0.989
C6 -1.080 1.215 -0.745  0.984
C7 -0.812 2.590 -0.100  -1.188
F1 -0.087 0.962 -1.616  -0.328
H8 -2.217 -0.499 -1.450  0.253
H9 -2.958 0.531 -0.236  0.324
H10 -0.042 2.568 0.643  0.265
H11 -0.449 3.142 -0.939  0.358
H12 -1.691 2.790 0.423  0.398

| no. | total energy (Ha) |
| --- | --- |
| 1 | -273.81498 |
| 2 | -273.64230 |
| 3 | -273.88675 |
| 4 | -273.83039 |
| 5 | -273.73359 |
| 6 | -16530.59778 |
| 7 | -16677.37276 |
| 8 | -1297.01494 |
| 9 | -7636.92865 |
| 10 | -1753.81793 |
| 11 | -428.43318 |
| 12 | -1127.57445 |